{
  "formula": "C34H82F6LiN7O20S2",
  "method": "ωB97M-V/def2-TZVPD",
  "gap_ha": 0.279,
  "multiplicity": 1,
  "e_tot_ha": -4635.7217,
  "relative_energy_kj_mol": 112.93,
  "homo_energy_ev": -7.81,
  "elements": ["Li", "C", "F", "F", "F", "S", "O", "O", "N", "S", "O", "O", "C", "F", "F", "F", "C", "C", "O", "O", "H", "H", "H", "H", "H", "H", "C", "C", "O", "O", "H", "H", "H", "H", "H", "H", "C", "C", "O", "O", "H", "H", "H", "H", "H", "H", "C", "C", "O", "O", "H", "H", "H", "H", "H", "H", "C", "C", "O", "O", "H", "H", "H", "H", "H", "H", "C", "C", "O", "O", "H", "H", "H", "H", "H", "H", "C", "O", "N", "N", "H", "H", "H", "H", "C", "O", "N", "N", "H", "H", "H", "H", "C", "C", "C", "C", "C", "C", "N", "O", "C", "C", "C", "H", "H", "H", "H", "H", "H", "H", "H", "H", "H", "H", "H", "H", "H", "H", "H", "H", "H", "H", "C", "C", "C", "C", "C", "C", "N", "O", "C", "C", "C", "H", "H", "H", "H", "H", "H", "H", "H", "H", "H", "H", "H", "H", "H", "H", "H", "H", "H", "H"],
  "positions_angstrom": [[3.608, -0.035, -0.426], [1.019, 2.127, 1.455], [2.207, 2.648, 1.718], [0.725, 1.176, 2.328], [0.103, 3.061, 1.496], [1.076, 1.375, -0.261], [-0.269, 1.491, -0.717], [2.029, 2.108, -1.055], [1.706, -0.116, -0.114], [0.612, -1.259, -0.406], [-0.501, -1.271, 0.498], [0.235, -1.319, -1.790], [1.610, -2.771, -0.008], [2.642, -2.858, -0.849], [2.062, -2.731, 1.242], [0.841, -3.837, -0.156], [1.873, 6.611, 3.004], [2.875, 6.958, 4.077], [2.327, 6.664, 5.364], [1.740, 5.198, 2.901], [2.317, 7.021, 2.076], [0.930, 7.148, 3.105], [3.053, 8.035, 4.046], [3.864, 6.520, 3.918], [2.195, 5.711, 5.398], [1.111, 4.976, 2.204], [-0.161, 5.818, 0.053], [0.922, 5.700, -1.005], [2.235, 5.504, -0.548], [-0.017, 4.877, 1.097], [-1.102, 5.688, -0.501], [-0.334, 6.832, 0.440], [0.875, 6.537, -1.703], [0.601, 4.861, -1.644], [2.194, 4.743, 0.045], [-0.840, 4.395, 1.232], [-1.363, -3.968, -3.878], [-1.903, -2.668, -3.342], [-3.229, -2.375, -3.870], [-2.357, -4.970, -3.721], [-0.520, -4.245, -3.231], [-0.882, -3.889, -4.854], [-1.342, -1.783, -3.619], [-2.098, -2.683, -2.267], [-3.653, -3.223, -4.035], [-2.600, -5.411, -4.539], [4.461, 0.215, 1.925], [5.508, -0.755, 1.447], [4.870, -1.595, 0.483], [4.383, 1.285, 0.994], [4.590, 0.556, 2.950], [3.508, -0.331, 1.913], [5.924, -1.333, 2.273], [6.313, -0.179, 0.980], [5.211, -2.506, 0.582], [4.457, 2.155, 1.402], [5.209, -4.538, -0.900], [6.362, -5.102, -1.769], [7.454, -5.547, -0.996], [5.692, -4.130, 0.385], [4.397, -5.270, -0.883], [4.792, -3.672, -1.412], [6.705, -4.327, -2.459], [6.006, -5.951, -2.349], [8.053, -4.828, -0.784], [6.002, -4.985, 0.713], [2.005, -2.055, 4.805], [3.407, -2.576, 4.477], [4.353, -1.483, 4.578], [1.989, -1.053, 5.791], [1.429, -2.918, 5.161], [1.476, -1.795, 3.878], [3.414, -2.939, 3.453], [3.751, -3.284, 5.231], [4.883, -1.527, 5.376], [2.808, -0.566, 5.617], [5.467, 4.498, 1.813], [6.592, 4.048, 1.732], [4.924, 5.446, 0.977], [4.507, 4.109, 2.716], [5.448, 5.668, 0.151], [3.929, 5.575, 0.990], [3.615, 4.588, 2.656], [4.718, 3.446, 3.437], [-0.264, 1.077, -4.952], [-0.203, 1.041, -6.159], [-1.422, 1.161, -4.204], [0.842, 1.130, -4.138], [-2.272, 1.310, -4.713], [-1.487, 0.806, -3.265], [1.733, 1.283, -4.564], [0.682, 1.280, -3.159], [-3.674, 6.831, -2.689], [-4.458, 5.664, -2.111], [-4.705, 4.675, -3.278], [-4.807, 3.185, -2.952], [-3.825, 2.896, -1.824], [-3.897, 3.705, -0.556], [-3.729, 5.086, -0.994], [-3.562, 5.987, 0.084], [-5.219, 3.431, 0.197], [-2.757, 3.294, 0.369], [-5.874, 6.119, -1.667], [-2.813, 6.459, -3.243], [-3.350, 7.478, -1.865], [-4.200, 7.548, -3.323], [-5.592, 5.034, -3.815], [-3.995, 4.847, -4.095], [-4.495, 2.585, -3.802], [-5.814, 2.939, -2.608], [-2.804, 2.895, -2.225], [-3.967, 1.827, -1.600], [-6.144, 3.678, -0.313], [-5.258, 2.424, 0.613], [-5.153, 4.054, 1.103], [-2.823, 2.213, 0.480], [-1.801, 3.560, -0.076], [-2.912, 3.797, 1.322], [-6.278, 6.833, -2.385], [-5.855, 6.650, -0.713], [-6.499, 5.230, -1.621], [-4.360, 5.877, 0.624], [-4.117, -6.193, 1.655], [-2.966, -5.457, 0.942], [-1.739, -5.492, 1.857], [-1.046, -6.853, 1.885], [-0.743, -7.274, 0.466], [-1.970, -7.356, -0.467], [-2.648, -6.075, -0.362], [-3.714, -5.941, -1.266], [-1.457, -7.631, -1.870], [-2.896, -8.511, -0.042], [-3.363, -4.007, 0.658], [-3.731, -6.874, 2.415], [-4.796, -6.719, 0.982], [-4.837, -5.574, 2.207], [-0.997, -4.814, 1.424], [-2.079, -5.056, 2.796], [-1.406, -7.692, 2.485], [-0.097, -6.600, 2.381], [-0.011, -8.065, 0.317], [-0.260, -6.391, 0.009], [-2.341, -7.643, -2.517], [-0.920, -6.756, -2.248], [-0.865, -8.535, -1.951], [-3.713, -8.659, -0.742], [-2.277, -9.426, -0.032], [-3.187, -8.530, 1.005], [-4.093, -3.933, -0.149], [-2.516, -3.422, 0.294], [-3.905, -3.631, 1.527], [-3.329, -5.493, -2.030]],
  "forces_ev_per_angstrom": [[0.5, 0.1, 0.2], [0.2, -1.5, -0.6], [0.0, 0.3, 0.4], [0.1, -0.1, 0.3], [0.8, -5.6, 1.4], [0.8, 0.6, -1.2], [-0.7, -0.7, 0.2], [0.6, 0.2, 0.7], [-0.9, 0.5, 0.3], [-1.9, -0.3, -0.2], [0.5, -0.1, 0.6], [1.0, -0.3, -0.1], [-0.2, 0.4, -0.1], [0.1, -0.1, 0.0], [0.1, 0.0, 0.0], [0.0, 0.0, -0.1], [1.1, 0.3, -1.3], [-0.8, 0.5, 0.6], [0.5, -0.1, -0.1], [1.0, 0.3, 1.0], [-0.2, -0.2, -0.1], [-0.2, -0.3, 0.5], [-0.2, 0.0, 0.1], [-0.2, -0.4, 0.0], [-0.1, 0.0, 0.0], [-0.5, 0.3, -0.2], [-1.2, 1.5, -0.5], [-0.9, -0.8, -0.7], [0.1, 0.3, 0.5], [-0.8, 4.6, -1.8], [0.0, -0.5, 0.2], [0.8, 0.0, 0.3], [0.2, 0.3, 0.4], [0.4, -0.2, 0.2], [0.1, -0.2, -0.2], [-0.1, 1.0, -0.3], [1.2, 0.1, 1.0], [-2.2, 0.9, -0.3], [0.4, -0.2, -0.5], [-0.4, -0.3, -0.2], [-0.1, 0.0, 0.1], [-0.8, -0.1, -0.4], [0.5, -0.3, 0.2], [0.8, -0.3, 0.1], [-0.1, 0.0, 0.2], [0.2, 0.1, -0.1], [-0.2, 0.0, 0.6], [0.3, 0.1, 0.3], [0.1, 0.3, -0.2], [-0.1, -0.4, -0.8], [0.3, 0.1, -0.1], [-0.1, 0.1, 0.1], [-0.2, -0.1, 0.0], [0.1, -0.1, 0.0], [-0.2, 0.2, -0.2], [0.0, 0.0, 0.1], [0.1, 0.2, -1.0], [0.2, 0.7, -0.1], [0.0, -0.7, 0.3], [-0.5, -1.0, -0.7], [0.0, 0.0, 0.7], [0.1, 0.1, 0.2], [-0.1, -0.1, -0.1], [0.0, 0.0, 0.0], [-0.1, 0.2, -0.1], [0.4, 0.4, 0.7], [-0.7, -1.1, -0.3], [0.5, 1.0, 1.1], [-0.1, 0.4, -0.8], [0.4, -0.1, -0.3], [0.0, 0.1, 0.2], [0.2, 0.6, 0.1], [0.3, -0.3, 0.1], [-0.3, -0.5, -0.4], [-0.1, -0.3, 0.1], [-0.2, 0.2, 0.2], [-0.7, 0.1, -0.2], [0.1, 0.0, 0.1], [0.8, -0.1, 0.1], [0.2, -0.3, -0.3], [-0.1, 0.1, -0.1], [0.0, 0.3, -0.4], [-0.2, -0.5, 0.7], [0.1, 0.2, 0.2], [0.4, 0.4, 1.1], [-0.3, 0.1, -0.4], [-0.3, 0.1, -0.5], [-0.4, -0.4, -0.1], [-0.1, -0.4, -0.1], [0.1, 0.1, 0.0], [0.1, 0.0, 0.0], [0.4, 0.2, 0.0], [0.7, 0.9, 0.8], [-1.7, 0.3, -0.5], [-0.1, 0.2, -1.2], [0.4, 1.3, 1.1], [0.5, -2.1, -0.8], [-0.9, 0.0, -0.7], [1.6, -0.2, -0.2], [-0.5, -0.3, -0.1], [0.5, 0.6, 1.0], [-0.5, 0.2, -0.3], [0.4, 0.3, 0.0], [0.1, 0.1, 0.2], [0.3, -0.2, 0.0], [-0.5, -0.6, -0.2], [-0.3, -0.1, 0.4], [0.6, -0.3, 0.5], [-0.4, -0.1, -0.1], [0.0, -0.2, -0.3], [0.0, 0.5, 0.1], [0.0, 0.2, 0.4], [0.1, -0.1, -0.2], [0.0, -0.2, -0.4], [-0.4, 0.0, 0.0], [0.3, 0.0, 0.2], [-0.1, -0.1, -0.1], [0.3, -0.1, 0.2], [-0.1, -0.2, -0.1], [-0.1, -0.2, 0.1], [-0.3, 0.2, 0.2], [0.0, 0.3, 0.1], [-1.0, -0.1, 0.5], [-0.9, -0.3, -0.5], [-0.6, 0.0, -1.0], [1.3, 0.0, 0.9], [0.1, 1.8, -1.1], [-0.4, -1.3, 1.6], [1.6, 1.3, -0.4], [-0.5, -0.7, 0.0], [-1.0, 1.3, -0.5], [1.3, -1.3, 0.1], [-0.5, -0.2, -0.4], [0.0, -0.3, -0.2], [0.4, -0.2, -0.2], [0.5, 0.5, 0.0], [-0.1, 0.1, 0.1], [0.3, -0.3, 0.3], [-0.8, 0.3, 0.0], [0.1, -0.4, -0.1], [-0.4, -0.5, 0.3], [0.3, -0.1, 0.2], [0.2, -0.6, -0.1], [0.4, -0.1, 0.2], [-0.1, -0.1, 0.1], [-0.2, 0.1, 0.2], [-0.1, 0.0, -0.6], [-0.5, 0.7, -0.1], [-0.1, -0.4, 0.0], [0.1, 0.2, 0.6], [0.6, 0.5, 0.1], [0.1, 0.1, 0.0]]
}